{"formula": "C26H33F16N2O5", "method": "ωB97M-V/def2-TZVPD", "total_charge": 1, "total_energy_ha": -3093.6429, "spin_multiplicity": 1, "symbols": ["C", "C", "O", "O", "C", "C", "C", "C", "C", "C", "C", "C", "C", "N", "C", "N", "C", "C", "C", "O", "C", "H", "H", "H", "H", "H", "H", "H", "H", "H", "H", "H", "H", "H", "H", "H", "H", "H", "H", "H", "H", "H", "H", "H", "H", "H", "C", "C", "C", "F", "F", "F", "F", "O", "C", "C", "F", "F", "F", "F", "H", "H", "H", "H", "C", "C", "C", "F", "F", "F", "F", "O", "C", "C", "F", "F", "F", "F", "H", "H", "H", "H"], "xyz": [[4.443947, -1.640232, 2.367187], [4.169737, -1.604866, 0.795068], [5.037104, -2.148376, 0.052308], [3.020577, -1.064628, 0.141272], [2.581803, 0.195057, 0.720078], [3.538043, 1.440421, 0.405654], [2.990584, 2.431297, -0.755391], [1.682220, 3.253981, -0.216754], [1.346164, 4.514820, -1.147926], [-0.008812, 5.338252, -0.741803], [-0.838662, 4.693047, 0.464800], [-0.478599, 4.811340, 1.978251], [-1.380158, 4.089942, 2.995854], [-2.548290, 3.304481, 2.572305], [-2.966795, 3.141974, 1.211060], [-4.100032, 2.358318, 0.711717], [-4.986719, 1.805452, 1.781088], [-3.487024, 1.186425, -0.008933], [-4.156375, 0.491591, -1.289506], [-2.406088, 0.751498, 0.477625], [-2.094352, 3.850555, 0.105236], [4.141848, -2.667519, 2.801463], [3.968363, -0.794444, 2.962887], [5.588496, -1.582267, 2.519444], [1.547969, 0.417930, 0.246526], [2.366499, 0.084642, 1.848263], [4.565150, 1.057598, 0.082558], [3.635496, 2.028583, 1.398999], [2.612800, 1.858807, -1.681977], [3.813833, 3.196507, -1.026364], [1.974892, 3.651353, 0.820149], [0.835677, 2.470516, -0.157783], [1.229835, 4.203692, -2.253025], [2.198116, 5.285221, -1.044127], [-0.709888, 5.293601, -1.659332], [0.196004, 6.441464, -0.536040], [0.444337, 5.421274, 2.254237], [-1.103413, 4.180847, 4.100192], [-3.061729, 2.841546, 3.332729], [-5.603229, 0.961547, 1.307364], [-5.675935, 2.561287, 2.282342], [-4.297580, 1.296202, 2.563688], [-4.106612, -0.643126, -1.100670], [-3.463691, 0.706986, -2.190014], [-5.228945, 0.862485, -1.467400], [-2.385210, 3.743509, -0.997478], [-1.876832, -3.253259, 1.573279], [-1.211135, -2.270779, 2.558867], [0.274671, -2.492485, 2.817233], [0.534217, -3.694273, 3.365129], [0.738784, -1.565154, 3.698943], [-1.912843, -2.263024, 3.719490], [-1.354871, -1.018669, 2.027459], [-2.601859, -4.351457, 2.141017], [-1.859369, -5.504425, 2.488215], [-1.883324, -5.788921, 3.993766], [-1.377820, -4.757733, 4.705520], [-1.127612, -6.873869, 4.289033], [-0.612204, -5.404655, 1.991336], [-2.441516, -6.531452, 1.828175], [-2.643320, -2.676266, 1.046541], [-1.191916, -3.581133, 0.786716], [0.853423, -2.397079, 1.895254], [-2.903318, -5.972153, 4.339193], [0.390489, -0.029621, -4.091539], [1.180870, -0.155092, -5.410617], [0.800362, -1.331909, -6.310918], [1.003618, -2.524016, -5.720176], [1.562285, -1.330992, -7.432580], [2.505479, -0.163040, -5.131053], [0.954962, 0.992577, -6.117352], [1.013450, -0.548009, -2.908329], [0.854372, -1.929093, -2.645963], [2.182779, -2.692824, -2.678604], [2.793673, -2.582132, -3.876851], [1.983411, -4.017682, -2.465108], [-0.069379, -2.442193, -3.480774], [0.317459, -2.009693, -1.401867], [0.304568, 1.043767, -3.894806], [-0.642533, -0.373695, -4.191330], [-0.246944, -1.269783, -6.619866], [2.866565, -2.318371, -1.913257]], "forces_ev_per_angstrom": [[0.2, 0.1, 0.1], [3.2, -2.0, -2.4], [-3.8, 2.1, 2.7], [1.6, 0.3, 2.1], [-1.6, 1.1, 0.1], [-0.1, 0.1, -0.1], [-0.9, 0.4, 0.6], [1.1, -0.3, -0.3], [-0.1, 0.2, 0.3], [-1.0, -0.7, 0.0], [-2.5, -2.0, 1.4], [-3.4, -2.3, -0.8], [1.5, 1.4, -3.7], [1.5, 1.3, -1.9], [2.9, 2.2, -1.6], [1.8, 0.2, 1.1], [0.0, -1.3, 0.8], [3.2, -2.1, 0.9], [0.3, 0.4, 0.8], [-4.0, 1.6, -2.3], [1.2, 0.7, 3.4], [0.2, 1.7, -0.9], [0.5, -1.3, -0.8], [-1.9, 0.0, -0.5], [1.7, -0.6, 0.6], [0.6, 0.1, -1.7], [-1.3, 0.5, 0.6], [0.1, -0.8, -1.7], [1.0, 0.7, 1.3], [-1.3, -1.4, 0.3], [-0.8, -0.7, -1.3], [1.0, 1.5, 0.1], [0.3, 0.5, 1.8], [-1.2, -1.4, -0.4], [1.0, 0.2, 1.6], [-0.2, -1.6, -0.1], [-1.6, -1.1, 0.0], [-0.9, -0.5, -1.7], [0.2, 0.2, -0.6], [0.7, 1.4, 0.8], [1.0, -0.8, -1.0], [-1.3, 0.6, -1.0], [-0.2, 1.8, -0.3], [-1.2, -0.2, 1.5], [1.8, -0.6, 0.2], [0.3, 0.1, 2.0], [-0.6, -0.1, -0.6], [-0.9, -0.4, 0.2], [0.8, 0.1, 0.2], [-0.1, 0.2, -0.1], [-0.2, 0.2, -0.1], [0.3, 0.0, 0.0], [0.4, -0.3, 0.0], [1.2, -0.2, 0.7], [-0.4, 0.7, -1.6], [-0.1, -0.3, 0.8], [-0.1, 0.0, -0.3], [-0.1, 0.1, -0.4], [-0.1, -0.4, 0.4], [0.0, 0.1, 0.6], [0.0, 0.0, 0.3], [0.2, 0.0, 0.3], [-0.1, 0.0, -0.2], [-0.1, 0.0, -0.2], [-0.3, 0.6, 0.6], [0.7, 0.2, 0.6], [0.0, -0.4, -0.9], [0.0, 0.2, 0.1], [0.0, 0.4, 0.2], [-0.2, -0.2, -0.1], [-0.4, -0.3, -0.1], [0.0, -1.2, -0.6], [-0.8, 1.3, -0.3], [1.0, -0.4, 0.2], [-0.3, 0.2, 0.1], [-0.5, 0.2, 0.1], [0.2, -0.3, 0.3], [0.4, -0.2, 0.0], [0.3, -0.1, -0.1], [0.2, -0.2, -0.2], [0.0, 0.1, 0.1], [-0.2, 0.1, 0.1]]}



{"formula": "C26H33F2", "method": "ωB97M-V/def2-TZVPD", "total_charge": 1, "relative_energy_kj_mol": 346.4, "spin_multiplicity": 1, "symbols": ["C", "C", "C", "C", "C", "C", "C", "C", "C", "C", "C", "H", "H", "H", "H", "H", "H", "H", "H", "H", "H", "H", "H", "H", "H", "H", "H", "H", "H", "H", "H", "C", "C", "C", "F", "C", "C", "C", "C", "C", "C", "F", "C", "C", "C", "C", "C", "C", "H", "H", "H", "H", "H", "H", "H", "H", "H", "H", "H", "H", "H"], "xyz": [[-5.970866, -0.251406, -0.484566], [-5.571049, -1.539554, 0.255844], [-4.080220, -1.799705, 0.447222], [-3.229501, -1.756945, -0.764057], [-1.682679, -1.450370, -0.580577], [-1.074870, -0.094623, -0.395631], [0.123116, -0.002585, 0.520661], [-1.800474, 1.161035, -0.770003], [-3.367538, 1.368781, -0.874518], [-4.155062, 1.405099, 0.386866], [-5.636850, 1.058330, 0.256184], [-5.554986, -0.237926, -1.502774], [-7.065499, -0.273559, -0.613838], [-6.044827, -1.526388, 1.247876], [-6.047657, -2.360941, -0.293593], [-3.718526, -1.127614, 1.216129], [-3.995868, -2.786222, 0.900760], [-3.282846, -2.749505, -1.222270], [-3.618510, -1.121334, -1.552394], [-1.325810, -2.170703, 0.180342], [-1.223578, -1.785776, -1.537181], [-0.298440, 0.475639, 1.473009], [0.388882, -1.044996, 0.789837], [-1.440815, 2.013138, -0.158758], [-1.428082, 1.348825, -1.803815], [-3.473669, 2.350239, -1.354118], [-3.766537, 0.694004, -1.628912], [-3.726684, 0.769578, 1.157522], [-4.099051, 2.411113, 0.807255], [-6.184134, 1.856814, -0.265798], [-6.062122, 1.004687, 1.269006], [4.547930, -0.666173, -4.820201], [3.805969, -0.460129, -3.560521], [4.412730, 0.172287, -2.474254], [5.685540, 0.661940, -2.663089], [3.778027, 0.398268, -1.291631], [2.471534, -0.003681, -1.019419], [1.791379, 0.352118, 0.268834], [2.628837, 0.362099, 1.471253], [3.981383, -0.099277, 1.550985], [4.721343, 0.170047, 2.665626], [6.085938, -0.058315, 2.611628], [4.202196, 0.780179, 3.827800], [5.046835, 1.180180, 4.970426], [2.806666, 0.989604, 3.815682], [2.042174, 0.787362, 2.694463], [1.846413, -0.709283, -2.086420], [2.498614, -0.881659, -3.322134], [3.861720, -1.042394, -5.596470], [4.984284, 0.285819, -5.167678], [5.376646, -1.405182, -4.770622], [4.370966, 0.918123, -0.508309], [1.065375, 1.202709, 0.280012], [4.474909, -0.606474, 0.705588], [4.407740, 1.475605, 5.824393], [5.695501, 0.351264, 5.314880], [5.714971, 2.056583, 4.807620], [2.335421, 1.461080, 4.697905], [0.965911, 0.974940, 2.758517], [0.850455, -1.100531, -1.944830], [1.957320, -1.384209, -4.145741]], "forces_ev_per_angstrom": [[-0.1, 0.1, 0.3], [-0.6, 0.2, -0.4], [-0.5, 0.0, 1.5], [1.2, 0.2, -1.7], [-0.3, -0.9, -0.4], [-0.8, 0.4, 1.9], [-1.5, -4.8, 1.0], [-0.2, 0.6, 0.1], [1.1, 0.0, -1.6], [-0.3, 0.1, 1.3], [-0.5, -0.3, -0.4], [-0.1, 0.0, 0.2], [0.4, 0.0, 0.0], [0.1, -0.1, -0.2], [0.2, -0.1, 0.1], [0.2, 0.2, 0.1], [0.1, -0.1, 0.1], [0.3, 0.0, 0.0], [-0.1, 0.1, 0.1], [0.2, 0.6, -0.4], [0.0, 0.0, 0.2], [1.0, 0.0, -1.5], [-1.0, 0.2, 0.2], [0.3, -0.5, -0.3], [0.1, 0.0, 0.3], [0.2, -0.1, 0.0], [0.0, 0.0, 0.2], [0.2, -0.1, 0.0], [0.1, 0.1, 0.1], [0.3, 0.0, 0.2], [0.1, 0.1, -0.2], [0.2, -0.2, -1.3], [-0.2, -0.1, 1.2], [0.6, 0.2, -1.2], [-1.2, -0.5, 0.5], [1.0, 1.2, 1.9], [-1.4, -1.0, -1.7], [-1.4, 2.2, -1.1], [-0.1, -1.0, 2.4], [-1.1, -0.1, -1.3], [1.1, 0.7, 1.2], [-1.5, 0.0, 0.1], [-0.6, -0.3, -1.3], [0.7, 0.3, 1.5], [0.7, 0.7, 0.9], [0.2, -0.1, -1.1], [0.7, 0.8, 0.4], [-0.5, -0.4, -0.1], [0.3, 0.2, 0.2], [-0.1, -0.4, 0.1], [-0.5, 0.5, 0.3], [-0.6, -0.2, -1.0], [3.3, 1.9, -1.0], [-0.3, 0.4, 0.7], [0.3, -0.2, -0.4], [-0.3, 0.4, -0.2], [-0.4, -0.6, -0.4], [0.4, -0.5, -0.5], [0.5, 0.1, 0.0], [-0.1, -0.1, -0.1], [0.4, 0.3, 0.6]]}



{"formula": "C26H33N3O4", "method": "ωB97M-V/def2-TZVPD", "total_charge": 0, "relative_energy_kj_mol": 17.1, "smiles": "CC[C@H]1CN(C(=O)N2CCC(C(=O)NCc3ccccc3OC)CC2)c2cc(C)ccc2O1", "spin_multiplicity": 1, "symbols": ["C", "C", "C", "C", "N", "C", "O", "N", "C", "C", "C", "C", "O", "N", "C", "C", "C", "C", "C", "C", "C", "O", "C", "C", "C", "C", "C", "C", "C", "C", "C", "C", "O", "H", "H", "H", "H", "H", "H", "H", "H", "H", "H", "H", "H", "H", "H", "H", "H", "H", "H", "H", "H", "H", "H", "H", "H", "H", "H", "H", "H", "H", "H", "H", "H", "H"], "xyz": [[-3.551255, 0.160785, 5.326066], [-3.375938, -1.121621, 4.522350], [-2.554909, -0.886337, 3.255330], [-2.258012, -2.186910, 2.502199], [-1.465789, -1.848134, 1.341442], [-0.281114, -2.533813, 1.113023], [-0.123094, -3.657373, 1.550429], [0.658516, -1.873451, 0.372006], [0.895999, -0.451398, 0.480995], [2.043687, -0.191991, 1.462100], [3.320986, -0.867195, 0.959401], [3.833023, -0.329689, -0.385147], [4.379041, -1.041955, -1.202393], [3.705197, 1.004558, -0.555597], [3.986511, 1.643581, -1.822708], [2.786492, 1.678288, -2.739962], [2.889769, 1.209098, -4.038113], [1.811449, 1.249693, -4.906390], [0.606809, 1.762104, -4.467408], [0.473595, 2.223509, -3.167954], [1.554482, 2.185559, -2.297512], [1.498973, 2.621288, -0.997102], [0.275881, 3.118109, -0.507789], [3.044516, -2.369845, 0.837427], [1.831563, -2.612555, -0.060974], [-2.069198, -0.896835, 0.513448], [-1.862723, -0.859870, -0.861769], [-2.519624, 0.056900, -1.667328], [-2.308633, 0.036185, -3.151259], [-3.403435, 0.951766, -1.075914], [-3.638489, 0.915724, 0.285190], [-2.987269, -0.008558, 1.091969], [-3.287542, 0.000414, 2.423872], [-4.174973, -0.021445, 6.197281], [-2.587194, 0.535589, 5.663018], [-4.022915, 0.921417, 4.710215], [-4.353729, -1.507241, 4.229637], [-2.873002, -1.878864, 5.125683], [-1.596076, -0.408596, 3.518787], [-1.690527, -2.886039, 3.116179], [-3.201835, -2.657339, 2.201363], [-0.002155, 0.059970, 0.824321], [1.153106, -0.069480, -0.513003], [2.168828, 0.880847, 1.618519], [1.779906, -0.630515, 2.428875], [4.131307, -0.706543, 1.681539], [3.128645, 1.542312, 0.068990], [4.792028, 1.081628, -2.299687], [4.325336, 2.664386, -1.618466], [3.833600, 0.804873, -4.371237], [1.914049, 0.882126, -5.915521], [-0.242702, 1.804315, -5.132451], [-0.478679, 2.610354, -2.843509], [-0.515998, 2.363065, -0.554251], [0.460111, 3.382205, 0.532879], [-0.040301, 4.012949, -1.052082], [3.909147, -2.867564, 0.399542], [2.854594, -2.792140, 1.825493], [1.573734, -3.672012, -0.062170], [2.068534, -2.295213, -1.081460], [-1.181579, -1.570864, -1.303118], [-2.638659, 0.967868, -3.604012], [-2.883234, -0.777058, -3.595030], [-1.260091, -0.124953, -3.392569], [-3.924925, 1.674971, -1.685136], [-4.333813, 1.596960, 0.749453]], "forces_ev_per_angstrom": [[0.0, -0.2, -0.1], [0.2, 0.3, -0.3], [0.1, -0.7, 0.4], [0.0, 0.2, 0.3], [0.0, 0.0, 0.2], [0.0, 0.1, -0.1], [0.1, -0.3, 0.1], [0.0, -0.1, -0.1], [0.0, 0.4, 0.3], [0.0, 0.0, -0.3], [0.1, -0.3, 0.1], [0.0, 0.2, 0.6], [0.1, -0.3, -0.3], [0.0, 0.4, 0.1], [0.0, 0.0, -0.1], [0.0, 0.0, 0.2], [-0.1, 0.1, 0.1], [-0.1, 0.0, -0.1], [0.1, 0.0, -0.1], [-0.1, 0.1, 0.3], [0.0, -0.1, -0.1], [0.4, -0.1, -0.3], [-0.3, 0.1, 0.1], [0.0, 0.1, -0.2], [0.2, -0.4, 0.0], [-0.2, 0.1, -0.1], [-0.2, 0.1, 0.0], [0.1, 0.0, 0.0], [0.0, -0.1, 0.0], [0.0, 0.0, 0.0], [0.1, -0.1, 0.1], [0.1, 0.1, -0.2], [-0.2, 0.1, -0.1], [0.0, 0.1, 0.1], [0.1, 0.1, 0.1], [-0.1, 0.1, 0.0], [0.0, -0.1, 0.0], [0.0, -0.1, 0.0], [-0.1, -0.1, 0.0], [-0.1, 0.1, 0.0], [0.1, 0.0, 0.1], [0.1, 0.0, -0.1], [-0.1, 0.1, 0.0], [0.0, 0.1, 0.1], [0.0, 0.1, 0.0], [0.0, 0.0, -0.1], [0.0, -0.2, 0.0], [-0.1, 0.2, 0.0], [0.0, -0.1, 0.0], [0.1, -0.1, 0.0], [0.0, 0.0, -0.1], [-0.1, 0.0, -0.1], [-0.1, 0.0, 0.1], [0.0, 0.0, 0.0], [-0.1, 0.0, -0.1], [0.0, 0.0, 0.0], [0.0, 0.0, 0.1], [0.0, 0.0, 0.0], [0.1, 0.1, -0.1], [0.0, -0.1, 0.0], [0.1, -0.1, 0.0], [0.0, 0.1, -0.1], [0.0, 0.0, -0.1], [0.0, 0.0, -0.1], [-0.1, 0.1, -0.1], [-0.1, 0.1, 0.1]]}